Record 1
{"formula": "C35H29N9O2RbSe2", "method": "ωB97M-V with the def2-TZVPD basis set", "e_above_lowest_kj_mol": 136.3, "total_charge": -1, "homo_lumo_gap_ev": 5.87, "energy_ha": -6821.365514, "lumo_energy_ev": 1.912, "symbols": ["Rb", "O", "C", "C", "C", "C", "C", "C", "C", "N", "N", "C", "O", "C", "C", "C", "C", "C", "C", "H", "H", "H", "H", "H", "H", "H", "H", "H", "H", "Se", "Se", "C", "C", "C", "C", "C", "N", "C", "C", "C", "C", "C", "N", "H", "H", "H", "H", "H", "H", "H", "H", "C", "C", "N", "C", "C", "N", "C", "N", "N", "N", "C", "C", "C", "C", "C", "C", "H", "H", "H", "H", "H", "H", "H", "H", "H", "H", "H"], "positions_angstrom": [[0.751, 0.184, 0.831], [0.413, 1.944, -1.069], [0.015, 3.147, -1.180], [0.390, 4.035, -2.228], [-0.016, 5.337, -2.336], [-0.883, 5.873, -1.387], [-1.321, 5.051, -0.411], [-0.931, 3.689, -0.268], [-1.672, 2.979, 0.876], [-1.384, 1.801, 1.313], [-2.128, 1.486, 2.425], [-1.936, 0.330, 2.982], [-1.260, -0.647, 2.594], [-2.370, 0.275, 4.458], [-1.656, -0.636, 5.246], [-1.794, -0.641, 6.658], [-2.709, 0.217, 7.264], [-3.401, 1.072, 6.475], [-3.245, 1.184, 5.094], [1.078, 3.675, -2.943], [0.374, 5.838, -3.179], [-1.204, 6.941, -1.444], [-2.038, 5.456, 0.246], [-2.648, 3.371, 1.257], [-1.048, -1.404, 4.770], [-1.363, -1.376, 7.268], [-2.780, 0.164, 8.333], [-4.262, 1.586, 6.907], [-3.691, 1.992, 4.504], [5.183, -0.745, 1.309], [5.397, 0.631, 3.161], [3.575, 1.149, 3.319], [3.284, 2.361, 2.682], [1.894, 2.786, 2.693], [1.043, 1.984, 3.463], [1.477, 0.785, 4.031], [2.720, 0.313, 3.886], [4.903, 0.544, -0.133], [6.010, 1.119, -0.780], [5.747, 1.889, -1.952], [4.444, 2.237, -2.162], [3.441, 1.657, -1.407], [3.669, 0.815, -0.399], [4.073, 2.847, 2.069], [1.603, 3.613, 2.026], [-0.011, 2.266, 3.369], [0.714, 0.153, 4.504], [6.960, 0.835, -0.453], [6.575, 2.412, -2.549], [4.186, 2.951, -2.941], [2.355, 1.868, -1.607], [1.086, -4.049, -4.046], [0.769, -2.660, -3.641], [1.401, -1.925, -2.748], [0.652, -0.734, -2.648], [-0.478, -0.795, -3.470], [-0.420, -2.001, -4.127], [-1.571, -2.448, -4.812], [-2.099, -3.751, -4.312], [-1.912, -4.781, -5.183], [-2.322, -5.898, -4.626], [-2.748, -5.560, -3.373], [-3.257, -6.441, -2.384], [-3.548, -5.819, -1.195], [-3.185, -4.428, -0.872], [-2.598, -3.665, -1.796], [-2.480, -4.184, -3.106], [1.909, -4.391, -3.386], [1.320, -4.241, -5.130], [0.232, -4.730, -3.941], [0.991, 0.055, -2.025], [-1.411, -0.153, -3.464], [-1.349, -2.642, -5.860], [-2.348, -1.647, -4.765], [-3.406, -7.470, -2.451], [-3.979, -6.338, -0.401], [-3.496, -4.052, 0.132], [-2.276, -2.646, -1.553]], "atomic_forces_ev_per_a": [[0.43, -0.72, -0.03], [0.55, -0.26, -0.59], [-0.90, 0.04, 0.59], [0.06, -0.18, 0.59], [-0.11, -0.76, 0.62], [0.34, 1.99, -1.35], [0.14, -1.74, 0.38], [-1.85, 1.05, 1.63], [0.34, -0.61, -1.76], [0.14, 0.81, -0.05], [-1.26, 1.14, 0.43], [0.58, -0.39, 1.01], [0.34, -0.63, -0.71], [0.20, 0.63, 0.05], [-0.52, -0.43, 1.41], [-1.11, 0.83, -1.84], [1.62, -1.26, -0.17], [-2.26, 1.42, -0.69], [1.12, -0.75, -0.34], [0.66, -0.58, -0.82], [0.17, 1.04, -0.71], [0.21, -1.03, 0.07], [-0.79, 0.21, 1.04], [1.01, 0.47, -0.15], [-0.04, 0.37, -0.07], [1.05, -0.93, 0.56], [-0.49, 0.16, 0.36], [0.47, 0.46, 0.12], [-0.11, -0.54, 0.26], [0.08, -0.10, -0.26], [0.67, -0.33, 0.01], [0.22, 0.71, -0.88], [-1.88, 0.36, -0.31], [2.68, -1.22, 0.13], [-0.46, 1.32, -1.28], [-0.47, -0.12, -0.32], [-0.54, 0.61, 0.79], [2.15, 0.06, 0.89], [-1.74, -0.09, -1.81], [2.20, 0.79, 1.49], [-0.65, 0.17, -0.86], [-1.64, 0.43, -0.22], [-1.45, 0.17, -0.71], [-0.78, -0.22, 0.70], [-0.24, -0.42, 0.71], [0.17, -0.46, 0.72], [0.55, 0.12, -0.12], [1.38, -0.20, 0.24], [-1.19, -1.13, 0.97], [-0.08, -0.24, 0.05], [1.02, -0.04, 0.27], [0.42, -1.06, -0.48], [-1.58, 0.81, -0.38], [-1.46, 0.47, -1.43], [-0.81, -1.36, -1.26], [0.63, 1.00, 1.94], [1.66, 0.22, 1.82], [-0.89, -0.92, -0.45], [1.69, 1.16, -1.62], [-1.05, -0.99, 0.47], [0.25, 2.08, -0.44], [0.51, -0.70, 0.67], [0.15, 2.93, 1.01], [1.02, 1.93, -0.26], [-1.69, -2.54, 0.91], [0.49, 2.23, -1.15], [-0.79, -2.06, 0.45], [-0.44, 0.08, -0.63], [0.25, 0.73, 0.92], [0.11, 0.21, 0.52], [-0.11, 0.60, 0.25], [1.59, -0.78, -0.26], [-0.16, -0.15, -0.03], [0.57, -0.79, 0.14], [-0.21, -1.46, -0.69], [-0.65, -1.06, 1.11], [0.72, -0.27, -0.96], [-0.16, -0.32, -0.23]], "lowdin_charge": [0.8831, -0.2986, -0.4373, -0.0450, -0.1275, -0.1530, -0.1062, -0.1150, -0.0983, -0.1132, -0.0099, -0.5831, -0.1796, -0.1280, -0.0478, -0.0761, -0.1293, -0.1320, -0.0274, 0.0813, 0.0768, 0.0991, 0.0816, 0.1153, 0.1058, 0.0731, 0.0894, 0.0959, 0.1045, 0.6250, 0.6300, -0.7394, -0.1123, -0.0429, -0.1011, -0.1434, 0.0536, -0.6733, -0.0832, -0.0648, -0.0784, -0.1135, 0.0208, 0.0989, 0.1223, 0.0979, 0.1020, 0.0692, 0.1298, 0.1077, 0.0904, -0.0250, -0.3288, 0.1120, -0.1151, -0.0647, -0.0470, -0.0809, -0.0609, 0.0325, 0.0697, -0.2424, -0.0109, -0.0673, -0.0614, -0.0227, -0.1610, 0.0905, 0.0941, 0.0505, 0.0211, 0.1432, 0.1261, 0.1440, 0.0883, 0.0717, 0.1271, 0.1236]}

=====

Record 2
{"formula": "C35H30BF3O2S", "method": "ωB97M-V with the def2-TZVPD basis set", "e_above_lowest_kj_mol": 0.0, "total_charge": 0, "homo_lumo_gap_ev": 5.48, "energy_ha": -2224.706628, "lumo_energy_ev": -0.802, "symbols": ["C", "C", "C", "C", "C", "C", "C", "C", "C", "C", "C", "C", "C", "C", "C", "C", "C", "H", "H", "H", "H", "H", "H", "H", "H", "H", "H", "H", "H", "H", "H", "H", "H", "H", "C", "C", "C", "C", "C", "B", "C", "C", "C", "C", "C", "F", "F", "F", "C", "C", "O", "C", "C", "C", "C", "C", "C", "O", "S", "H", "H", "H", "H", "H", "H", "H", "H", "H", "H", "H", "H", "H"], "positions_angstrom": [[-5.190, -0.819, -3.510], [-3.813, -0.874, -2.899], [-3.397, -1.994, -2.168], [-2.196, -2.032, -1.493], [-1.462, -0.769, -1.285], [-0.334, -0.629, -0.238], [0.770, 0.059, -0.790], [1.999, -0.412, -1.248], [2.926, 0.384, -1.997], [4.292, -0.009, -2.049], [5.219, 0.705, -2.786], [4.814, 1.791, -3.570], [5.791, 2.487, -4.456], [3.475, 2.198, -3.540], [2.537, 1.528, -2.766], [-1.649, 0.149, -2.476], [-2.901, 0.174, -3.072], [-5.312, 0.049, -4.164], [-5.439, -1.698, -4.114], [-5.937, -0.767, -2.706], [-4.073, -2.854, -2.171], [-1.855, -2.936, -0.989], [-0.168, -1.450, 0.449], [0.575, 1.127, -0.956], [2.282, -1.470, -1.094], [4.609, -0.884, -1.472], [6.276, 0.426, -2.774], [5.277, 3.247, -5.040], [6.580, 2.971, -3.881], [6.270, 1.780, -5.137], [3.197, 3.069, -4.139], [1.494, 1.861, -2.765], [-0.892, 0.892, -2.706], [-3.228, 1.006, -3.707], [-1.227, 1.821, 6.185], [-0.611, 0.845, 5.256], [-0.935, -0.508, 5.194], [-0.209, -1.217, 4.188], [0.574, -0.407, 3.381], [-2.575, -0.073, -0.498], [1.539, -0.862, 2.436], [2.551, 0.039, 2.036], [3.723, -0.460, 1.502], [3.890, -1.833, 1.361], [5.243, -2.362, 0.993], [5.670, -3.337, 1.847], [5.228, -2.904, -0.274], [6.198, -1.378, 0.991], [2.834, -2.715, 1.578], [1.662, -2.238, 2.118], [-3.198, -0.775, 0.526], [-3.957, 0.170, 1.167], [-3.640, 1.459, 0.614], [-4.600, 2.455, 0.550], [-5.920, 2.005, 0.624], [-6.236, 0.696, 1.048], [-5.259, -0.169, 1.499], [-2.739, 1.310, -0.406], [0.452, 1.278, 3.944], [-1.335, 1.355, 7.180], [-0.633, 2.745, 6.262], [-2.240, 2.071, 5.820], [-1.611, -0.927, 5.928], [-0.238, -2.309, 4.124], [2.428, 1.115, 2.176], [4.515, 0.224, 1.212], [2.961, -3.774, 1.339], [0.871, -2.947, 2.420], [-4.299, 3.467, 0.235], [-6.714, 2.683, 0.326], [-7.263, 0.346, 1.025], [-5.440, -1.194, 1.800]], "atomic_forces_ev_per_a": [[-0.13, 0.03, 0.12], [0.01, 0.24, -0.08], [-0.22, -0.55, -0.26], [-0.10, 0.04, -0.04], [3.10, -0.82, -1.53], [-2.51, -1.36, -2.51], [2.83, 0.71, -1.06], [-2.97, -0.30, 1.49], [1.24, 1.25, -1.25], [-0.72, 0.10, 0.33], [-0.09, 0.25, -0.27], [-0.28, -0.28, 0.35], [0.17, 0.16, -0.12], [0.22, -0.06, 0.14], [0.40, -0.80, 0.60], [0.19, -0.59, 1.03], [-0.23, -0.21, -0.54], [0.05, -0.03, 0.20], [0.22, -0.03, 0.16], [0.03, 0.08, -0.22], [0.41, 0.05, 0.04], [-0.21, 0.35, 0.06], [-0.44, -0.19, -0.15], [0.13, -0.15, -0.31], [-0.28, 0.62, 0.04], [-0.15, 0.34, -0.25], [-0.34, -0.04, -0.05], [0.12, 0.07, -0.12], [0.05, 0.05, 0.02], [-0.01, 0.06, -0.04], [-0.08, -0.32, 0.18], [0.38, -0.18, -0.03], [-0.24, 0.05, 0.23], [0.51, -0.32, 0.08], [-0.33, 0.44, 0.19], [-0.24, -1.74, -1.15], [0.99, 1.37, 0.08], [-0.18, 0.47, -0.07], [-1.86, 0.32, 1.79], [1.03, 1.29, 3.29], [1.65, -0.02, -0.37], [-0.44, -0.66, -0.16], [0.09, 0.07, 0.03], [0.34, 0.24, -0.06], [0.44, 0.04, -0.53], [-0.25, 0.64, -0.76], [0.29, 0.17, 0.98], [-0.69, -1.00, -0.05], [0.35, -0.14, -0.18], [-0.49, 0.31, 0.51], [0.06, 0.22, 0.17], [0.16, 2.29, -1.86], [-1.21, -2.57, 0.66], [-0.70, 0.51, -0.26], [0.38, 0.51, 0.49], [-0.27, 0.22, 0.71], [-0.25, 0.02, -0.28], [0.28, -0.24, 0.46], [-0.26, -1.20, 0.22], [0.09, 0.33, -0.37], [-0.29, -0.32, 0.10], [0.40, 0.10, 0.24], [0.09, -0.24, -0.14], [0.01, 0.52, -0.13], [0.06, -0.40, 0.04], [-0.05, -0.18, 0.14], [-0.05, 0.29, 0.25], [0.48, 0.54, -0.37], [-0.48, -0.62, -0.15], [0.04, -0.09, 0.21], [0.02, 0.24, 0.18], [-0.27, 0.05, -0.10]], "lowdin_charge": [-0.0438, -0.2674, -0.0370, 0.0431, -0.2505, 0.0127, -0.1184, -0.0509, -0.2250, -0.0307, -0.0444, -0.2938, -0.0650, -0.0522, -0.0202, 0.0673, -0.0303, 0.0771, 0.0827, 0.0845, 0.1301, 0.1375, 0.0964, 0.1176, 0.1232, 0.0935, 0.1178, 0.0700, 0.0807, 0.0817, 0.1088, 0.0979, 0.1168, 0.1312, -0.1156, -0.5882, -0.1269, -0.1043, -0.4531, -0.6826, -0.2529, -0.0334, -0.0172, -0.1487, -0.5187, 0.1243, 0.0983, 0.1065, -0.0128, -0.0284, 0.1938, -0.1509, -0.1634, -0.0005, -0.0687, -0.0792, -0.0020, 0.2075, 1.0747, 0.0872, 0.0753, 0.0884, 0.1074, 0.1093, 0.1000, 0.1270, 0.1322, 0.1208, 0.1264, 0.1026, 0.1029, 0.1217]}